A molecular structure, C13H13As4CrF24N2O5 in a non-equilibrium geometry, computed with the ωB97M-V functional and the def2-TZVPD basis.

Atoms and positions in Å:
1 Cr -20.626 22.156 5.386
2 As -22.689 21.874 2.211
3 F -21.183 20.933 1.656
4 F -23.475 20.278 2.653
5 F -24.260 22.588 2.802
6 F -22.086 23.394 1.743
7 F -23.539 21.691 0.583
8 F -21.788 22.091 3.738
9 As -18.186 23.074 2.603
10 F -16.867 22.314 3.512
11 F -18.367 24.390 3.754
12 F -19.530 23.926 1.701
13 F -18.279 21.638 1.422
14 F -19.345 22.195 3.721
15 F -17.066 23.905 1.494
16 As -23.756 20.244 6.568
17 F -22.319 21.334 5.929
18 F -23.971 21.469 7.852
19 F -24.969 19.233 7.365
20 F -23.491 19.079 5.290
21 F -22.432 19.512 7.582
22 F -24.952 21.071 5.519
23 As -19.916 18.701 4.262
24 F -19.324 19.446 2.785
25 F -19.386 17.134 3.751
26 F -20.599 18.050 5.761
27 F -20.526 20.288 4.878
28 F -21.532 18.503 3.461
29 F -18.330 19.183 5.136
30 C -20.950 25.479 5.757
31 O -21.042 24.054 5.806
32 H -19.937 25.879 5.717
33 H -21.464 25.800 4.851
34 H -21.434 25.897 6.640
35 C -15.024 26.343 5.859
36 C -16.342 26.408 6.335
37 C -17.126 25.231 6.451
38 C -16.592 23.962 6.120
39 C -15.246 23.884 5.591
40 C -14.447 25.088 5.550
41 N -17.332 22.768 6.329
42 O -16.792 21.793 6.780
43 O -18.546 22.696 5.984
44 H -14.545 27.310 5.890
45 H -16.718 27.359 6.683
46 H -18.150 25.267 6.794
47 H -14.934 22.966 5.115
48 H -13.425 24.920 5.246
49 C -17.318 18.573 10.216
50 C -17.799 19.617 11.068
51 C -18.857 20.342 10.508
52 C -19.328 20.148 9.145
53 C -18.842 19.055 8.439
54 C -17.879 18.283 8.986
55 N -20.304 21.072 8.577
56 O -21.196 21.515 9.369
57 O -20.158 21.377 7.377
58 H -16.343 18.174 10.454
59 H -17.392 19.958 12.008
60 H -19.226 21.154 11.117
61 H -19.306 18.854 7.485
62 H -17.480 17.475 8.391

Output
2S+1   4
Total charge   -2
Kohn-Sham gap (alpha / beta)   0.273 / 0.279 hartree
Molecular weight   1084.9 g/mol
LUMO energy (alpha / beta)   0.089 / 0.097 hartree
E_HOMO (alpha / beta)   -5.0 / -5.0 eV
Maximum force   5.4 eV/A

Atom charges from the Mulliken analysis, given in e for atoms 1 to 4:
1 Cr -0.56
2 As 1.87
3 F -0.49
4 F -0.46